46
Properties=species:S:1:pos:R:3:forces:R:3:mulliken_spin:R:1 method="wB97M-V/def2-TZVPD" lumo_energy_ev="-11.0 / -11.0" spin_multiplicity=6 e_tot_ev=-160001.096 homo_ev="-16.9 / -16.9" charge=+3
Mn -0.010 -0.042 -0.286 0.64 0.31 -0.70 4.905
N -1.485 1.617 -0.502 -0.12 -0.09 0.22 0.019
C -0.701 2.873 -0.364 -0.04 0.02 0.04 -0.042
C 0.037 2.834 0.963 0.02 0.00 -0.02 0.016
N 0.902 1.631 1.102 -0.08 0.03 0.06 -0.022
C 2.325 1.878 0.731 -0.03 0.02 -0.02 0.017
C 2.570 1.652 -0.747 0.00 -0.01 0.04 -0.019
N 2.068 0.304 -1.088 0.01 -0.13 -0.05 0.043
H -2.000 1.601 -1.379 0.09 0.04 -0.06 0.008
H -2.210 1.632 0.212 -0.03 -0.02 -0.03 0.008
H -1.346 3.752 -0.391 0.01 0.00 -0.02 0.004
H -0.017 2.946 -1.208 0.00 -0.01 0.00 -0.001
H -0.699 2.818 1.771 0.01 -0.01 0.01 0.002
H 0.622 3.747 1.089 -0.01 0.01 0.00 0.001
H 0.913 1.391 2.087 -0.02 0.02 0.01 0.010
H 2.943 1.190 1.311 -0.01 -0.02 -0.02 0.000
H 2.622 2.891 1.010 0.02 -0.01 0.02 0.004
H 3.634 1.763 -0.963 0.00 0.00 0.01 0.003
H 2.042 2.386 -1.355 0.01 -0.01 -0.02 -0.011
H 2.656 -0.383 -0.618 0.02 -0.02 -0.05 0.011
H 2.192 0.112 -2.079 -0.04 0.08 -0.02 0.001
N -0.002 -4.189 -0.934 -0.03 -0.01 0.01 0.007
C 0.484 -4.344 0.361 0.02 -0.01 0.00 -0.016
C 0.805 -5.472 1.109 -0.02 0.01 0.00 0.000
C 1.298 -5.244 2.379 0.00 -0.01 0.01 0.001
C 1.482 -3.944 2.880 -0.01 0.00 0.01 0.000
C 1.160 -2.830 2.128 -0.06 0.00 0.02 0.004
C 0.637 -3.049 0.854 0.00 0.00 -0.03 -0.006
N 0.233 -2.143 -0.128 -0.28 0.04 0.31 -0.049
C -0.134 -2.875 -1.173 0.11 0.03 -0.04 0.070
C -0.585 -2.244 -2.407 -0.02 -0.03 0.03 0.002
C -0.955 -2.813 -3.587 -0.03 0.01 0.02 0.006
S -1.413 -1.603 -4.693 -0.01 -0.02 -0.02 0.006
C -1.089 -0.416 -3.528 0.13 0.02 -0.01 0.005
N -0.651 -0.867 -2.378 -0.19 -0.01 0.03 -0.001
H -0.196 -4.934 -1.585 0.01 0.00 -0.01 0.000
H 0.691 -6.474 0.720 0.01 0.00 0.00 0.000
H 1.571 -6.088 2.998 0.01 0.00 0.00 0.000
H 1.908 -3.822 3.867 0.00 0.00 0.00 0.000
H 1.349 -1.828 2.496 0.00 0.00 0.01 0.014
H -0.989 -3.856 -3.860 0.01 0.00 -0.01 0.000
H -1.216 0.634 -3.751 0.00 0.00 0.00 0.001
Cl -0.956 -1.048 4.553 -0.06 -0.02 -0.01 0.000
Ge -2.442 -1.691 3.297 -0.12 -0.19 0.28 0.001
Cl -2.598 -3.642 2.715 0.03 0.02 0.02 0.000
Cl -3.829 -0.321 2.651 0.04 -0.04 -0.03 -0.001



41
Properties=species:S:1:pos:R:3:forces:R:3:mulliken_spin:R:1 method="wB97M-V/def2-TZVPD" lumo_energy_ev="-2.1 / -5.2" spin_multiplicity=5 e_tot_ev=-62518.203 homo_ev="-11.8 / -11.7" charge=+1
Co 0.672 1.199 1.020 -0.82 0.08 -1.21 2.709
C 1.329 0.092 3.022 -0.88 -0.25 0.08 0.144
C 2.076 1.253 3.426 0.10 0.64 0.18 0.314
C 1.201 2.341 3.528 0.20 -0.21 0.04 -0.008
C -0.088 1.874 3.267 0.00 0.18 0.37 0.340
C -0.015 0.466 2.939 0.36 -0.58 0.62 0.117
H 1.713 -0.915 2.956 0.01 0.02 -0.14 0.005
H 3.137 1.281 3.619 0.02 -0.04 -0.07 -0.003
H 1.472 3.352 3.787 -0.02 0.00 -0.04 0.002
H -0.998 2.446 3.354 -0.02 -0.01 -0.15 0.011
H -0.855 -0.210 2.931 -0.01 0.02 -0.26 0.014
O -1.544 1.719 0.672 -0.10 0.18 0.34 0.074
C -1.116 2.861 0.402 -0.13 -0.03 -0.01 -0.016
O 0.116 3.143 0.473 0.20 -0.39 0.13 0.094
H -1.821 3.650 0.108 0.07 -0.03 -0.07 0.004
C -2.219 -3.078 -0.955 0.04 0.18 -0.04 0.001
C -2.521 -2.030 0.097 -0.01 -0.14 -0.02 0.000
N -1.438 -1.058 0.130 -0.01 -0.27 0.10 0.002
C -0.588 -0.796 -0.885 0.02 0.17 0.00 0.015
N 0.344 0.127 -0.689 0.28 0.20 0.41 0.103
C 1.058 0.581 -1.879 0.01 -0.24 -0.07 0.003
C 1.465 -0.606 -2.739 -0.10 0.12 0.06 0.004
C 0.202 -1.328 -3.159 0.09 0.04 -0.05 -0.001
N -0.718 -1.483 -2.036 -0.01 -0.11 0.02 0.010
C -1.868 -2.358 -2.246 -0.10 -0.05 0.09 0.000
H -3.079 -3.728 -1.103 0.00 -0.01 0.01 0.000
H -1.370 -3.687 -0.640 -0.03 -0.05 -0.02 0.000
H -2.607 -2.490 1.082 0.01 0.03 0.00 0.000
H -3.472 -1.536 -0.120 0.02 0.03 -0.03 0.000
H -1.526 -0.302 0.787 -0.04 0.17 -0.07 -0.006
H 1.937 1.144 -1.569 -0.04 0.03 -0.05 0.003
H 0.424 1.262 -2.459 0.05 0.04 0.00 0.003
H 2.109 -1.268 -2.157 0.02 0.00 -0.01 -0.001
H 2.012 -0.279 -3.622 0.01 -0.04 -0.01 0.001
H 0.435 -2.322 -3.546 -0.03 -0.01 -0.01 0.000
H -0.299 -0.769 -3.956 -0.02 -0.03 0.00 0.000
H -1.610 -3.072 -3.026 0.06 0.03 -0.03 0.000
H -2.723 -1.773 -2.601 0.00 -0.02 -0.03 0.000
N 3.634 2.122 0.583 0.20 -0.12 -0.08 -0.017
C 2.626 1.574 0.682 0.65 0.53 0.04 0.075
H 4.512 2.602 0.521 -0.05 -0.04 -0.05 0.002



55
Properties=species:S:1:pos:R:3:forces:R:3:nbo_charge:R:1 method="wB97M-V/def2-TZVPD" lumo_energy_ev=1.6 e_tot_ev=-125247.504 homo_ev=-3.9 charge=-1
Zn 4.657 -4.217 16.325 -3.39 -0.10 0.80 1.751
C 1.087 -2.932 14.191 -0.78 -0.12 0.23 -0.464
C -0.331 -2.792 14.055 -0.42 -1.84 -0.74 0.443
C -1.281 -3.387 15.214 -0.26 1.47 -0.32 0.430
O -2.464 -3.137 14.991 0.03 -0.65 0.66 -0.615
C -0.704 -4.035 16.369 0.57 1.29 -2.62 -0.493
C 0.686 -4.173 16.345 -2.06 -2.12 2.15 0.397
C 1.567 -3.616 15.263 1.11 1.28 0.68 0.387
O 2.833 -3.621 15.508 1.96 -0.42 0.33 -0.926
O 1.173 -4.892 17.309 0.80 0.61 -0.58 -0.781
O -0.874 -2.479 13.001 0.14 0.60 0.55 -0.593
H 1.738 -2.577 13.403 0.10 0.05 0.07 0.196
H -1.374 -4.450 17.104 0.30 -0.14 0.24 0.211
C 5.928 -5.505 12.526 -0.34 -1.81 0.75 0.779
F 7.109 -4.918 12.611 -0.27 0.85 -0.19 -0.306
F 4.924 -4.738 12.131 0.83 0.65 0.37 -0.286
F 6.023 -6.490 11.649 0.15 -0.38 -0.27 -0.306
S 5.442 -6.317 14.210 -2.34 -0.93 -0.08 2.136
O 4.022 -6.152 14.217 0.18 0.67 -0.01 -0.897
O 5.866 -7.699 14.317 0.44 1.89 -0.27 -0.858
N 6.027 -5.220 15.400 0.60 -2.23 -2.96 -1.366
S 7.441 -5.784 15.855 3.22 -0.47 0.89 2.207
O 7.338 -6.161 17.232 0.26 0.52 0.37 -0.925
O 8.148 -6.698 14.976 -0.90 1.34 0.33 -0.897
C 8.581 -4.229 15.739 -0.27 -1.27 0.66 0.743
F 9.863 -4.554 15.915 -0.26 -0.29 -0.10 -0.312
F 8.473 -3.642 14.557 -0.20 0.28 0.08 -0.313
F 8.262 -3.398 16.734 -0.19 0.55 -0.24 -0.330
C 3.533 -7.287 19.032 0.64 0.01 -0.78 -0.632
C 3.524 -7.165 17.503 -0.41 0.94 0.23 -0.061
O 3.465 -5.754 17.217 2.05 -1.23 -0.12 -0.872
H 4.509 -6.971 19.406 0.08 -0.12 0.06 0.193
H 3.337 -8.310 19.351 -0.17 0.09 0.23 0.202
H 2.812 -6.552 19.387 -0.30 -0.40 0.23 0.218
H 2.613 -7.602 17.091 -0.02 -0.14 0.00 0.181
H 4.364 -7.610 16.971 0.21 -0.01 0.26 0.177
H 2.507 -5.505 17.275 -1.37 1.29 -0.40 0.522
C 6.686 -0.944 14.426 0.60 -0.57 0.04 -0.632
C 5.666 -2.093 14.524 -1.01 3.00 -0.39 -0.085
O 5.450 -2.332 15.929 0.97 -1.06 -0.39 -0.793
H 6.475 -0.237 15.232 -0.07 0.17 -0.10 0.188
H 6.680 -0.382 13.493 -0.33 -0.20 -0.10 0.226
H 7.714 -1.274 14.577 -0.01 -0.12 0.06 0.214
H 5.825 -2.939 13.866 0.34 -0.42 0.75 0.210
H 4.718 -1.635 14.227 -0.07 -0.42 -0.52 0.199
H 5.423 -1.450 16.307 -0.33 -0.20 0.47 0.504
C 5.649 -2.498 20.212 0.14 1.17 1.07 -0.659
C 6.087 -3.448 19.091 -0.93 0.08 2.43 -0.080
O 4.861 -3.712 18.419 0.55 0.46 -1.83 -0.782
H 6.407 -2.010 20.834 0.52 -0.67 -0.09 0.218
H 4.925 -2.908 20.921 0.22 -0.63 -0.09 0.207
H 5.110 -1.599 19.895 0.02 -0.23 -0.95 0.217
H 6.387 -4.428 19.472 0.56 0.29 0.21 0.191
H 6.918 -3.018 18.540 -0.62 -0.06 -0.80 0.206
H 4.191 -3.894 19.084 -0.26 -0.28 -0.28 0.513



39
Properties=species:S:1:pos:R:3:forces:R:3:nbo_charge:R:1 method="wB97M-V/def2-TZVPD" lumo_energy_ev=-2.6 e_tot_ev=-40148.538 homo_ev=-11.3 charge=+1
Ir -0.140 -0.034 0.550 0.43 0.36 0.23 0.860
C -1.337 1.722 0.554 0.01 -0.19 0.22 -0.277
C 0.000 2.084 0.917 0.09 -0.14 0.26 -0.192
C 0.343 1.397 2.125 -0.35 -0.05 -0.43 -0.300
C -0.847 0.692 2.567 0.12 0.14 -0.16 -0.211
C -1.870 0.901 1.637 -0.01 0.16 -0.02 -0.271
H -1.872 2.068 -0.316 -0.03 0.04 0.03 0.272
H 0.658 2.711 0.334 -0.04 -0.09 0.04 0.275
H 1.282 1.454 2.649 0.01 0.01 -0.01 0.263
H -0.915 0.072 3.447 0.00 -0.02 -0.03 0.257
H -2.871 0.513 1.725 0.00 -0.02 -0.15 0.259
C 2.501 -3.204 -0.142 0.00 -0.06 0.00 -0.827
S 1.950 -2.612 1.451 0.33 0.16 0.11 1.285
C 1.534 -4.191 2.165 -0.04 0.04 0.04 -0.807
O 0.584 -1.965 1.270 -0.32 -0.25 -0.35 -0.990
H 3.341 -3.874 0.048 0.01 0.01 -0.05 0.258
H 2.840 -2.356 -0.729 0.00 0.00 0.00 0.259
H 1.696 -3.741 -0.646 0.00 0.02 0.04 0.238
H 2.450 -4.768 2.287 0.00 0.01 0.00 0.255
H 0.828 -4.704 1.514 0.00 0.00 0.02 0.244
H 1.090 -3.993 3.139 -0.01 -0.02 0.00 0.260
I 1.319 1.633 -2.332 -0.03 -0.13 0.05 0.066
C 1.368 0.009 -0.900 0.04 0.10 0.11 -0.815
H 1.424 -0.868 -1.545 -0.06 -0.05 0.00 0.173
H 2.344 0.138 -0.432 0.00 -0.04 -0.03 0.202
N -1.134 -1.402 -0.767 -0.30 -0.10 0.30 -0.775
C -2.202 -0.863 -1.590 0.05 0.02 -0.07 0.209
C -1.912 -0.361 -2.845 0.02 0.01 -0.04 -0.266
C -2.936 0.181 -3.609 0.01 0.01 0.00 -0.176
C -4.233 0.219 -3.119 0.00 0.00 0.00 -0.207
C -4.511 -0.291 -1.859 0.01 0.01 0.00 -0.183
C -3.493 -0.836 -1.089 -0.03 0.00 0.04 -0.281
H -1.531 -2.093 -0.134 0.05 -0.06 -0.01 0.408
H -0.457 -1.908 -1.332 0.05 0.14 -0.14 0.399
H -0.896 -0.376 -3.222 -0.04 -0.01 0.01 0.229
H -2.713 0.576 -4.592 0.00 -0.01 0.01 0.231
H -5.028 0.640 -3.720 0.00 0.00 0.00 0.231
H -5.522 -0.271 -1.474 0.01 -0.01 0.00 0.229
H -3.707 -1.239 -0.105 0.00 -0.01 -0.02 0.214



| no. | M (g/mol) |
| --- | --- |
| 1 | 538.3 |
| 2 | 335.3 |
| 3 | 621.8 |
| 4 | 569.5 |